1.
Density functional theory data (ωB97M-V/def2-TZVPD) for a structure of composition C27H42Br2FN3O18S in a non-equilibrium geometry.

Each line ends with the Mulliken charge.
Geometry (Å):
C  8.830  -4.278  1.376  -1.196
C  8.892  -3.523  0.023  0.796
C  10.159  -2.704  -0.235  -1.040
N  7.913  -3.554  -0.834  -0.606
C  6.708  -3.149  -0.154  -0.213
C  6.601  -1.707  0.126  1.061
F  7.547  -0.866  -0.265  -0.316
C  5.497  -1.260  0.804  -0.636
Br  5.393  0.610  1.215  -0.151
C  4.471  -2.177  1.196  1.102
N  3.333  -1.920  1.863  -0.598
S  2.537  -3.313  2.021  0.154
N  3.565  -4.423  1.303  -0.447
C  4.553  -3.615  0.920  0.530
C  5.749  -4.047  0.227  -0.260
Br  5.938  -5.923  -0.125  -0.124
H  8.135  -3.792  2.089  0.280
H  8.456  -5.297  1.194  0.290
H  9.820  -4.313  1.862  0.436
H  10.782  -2.726  0.678  0.317
H  9.943  -1.646  -0.449  0.181
H  10.746  -3.086  -1.093  0.367
C  0.019  -0.655  0.423  -0.455
O  -1.356  -0.435  0.743  -0.329
C  -2.188  -1.344  0.231  0.715
O  -1.876  -2.286  -0.447  -0.538
O  -3.430  -1.022  0.604  -0.256
C  -4.438  -1.917  0.123  -0.707
H  0.597  0.139  0.889  0.254
H  0.358  -1.611  0.820  0.095
H  0.175  -0.610  -0.654  0.328
H  -4.275  -2.922  0.509  0.334
H  -4.458  -1.924  -0.966  0.336
H  -5.396  -1.554  0.488  0.215
C  13.294  2.022  2.111  -0.622
O  11.921  2.245  2.433  -0.344
C  11.083  1.349  1.910  0.754
O  11.392  0.411  1.220  -0.533
O  9.845  1.670  2.284  -0.379
C  8.840  0.784  1.787  -0.339
H  13.871  2.810  2.590  0.221
H  13.628  1.059  2.497  0.291
H  13.451  2.078  1.035  0.289
H  9.003  -0.228  2.161  0.285
H  8.826  0.793  0.701  0.310
H  7.878  1.135  2.149  0.068
C  -5.285  1.372  0.803  -0.630
O  -6.180  2.385  1.267  -0.340
C  -7.410  1.942  1.531  0.790
O  -7.794  0.808  1.410  -0.562
O  -8.141  2.977  1.951  -0.334
C  -9.493  2.648  2.272  -0.675
H  -4.322  1.842  0.622  0.279
H  -5.156  0.599  1.557  0.280
H  -5.643  0.942  -0.132  0.349
H  -9.531  1.923  3.085  0.335
H  -10.015  2.267  1.394  0.302
H  -9.981  3.564  2.598  0.230
C  -12.732  3.727  -3.787  -0.632
O  -11.419  3.387  -3.344  -0.326
C  -10.852  4.306  -2.557  0.784
O  -11.350  5.347  -2.217  -0.544
O  -9.640  3.868  -2.217  -0.309
C  -8.910  4.758  -1.369  -0.440
H  -13.084  2.911  -4.413  0.222
H  -13.409  3.836  -2.940  0.286
H  -12.713  4.640  -4.382  0.291
H  -9.435  4.907  -0.426  0.269
H  -8.738  5.711  -1.868  0.240
H  -7.947  4.299  -1.160  0.157
C  -7.799  9.853  -2.538  -0.601
O  -6.855  9.719  -3.601  -0.310
C  -6.531  8.458  -3.889  0.824
O  -6.959  7.476  -3.341  -0.536
O  -5.650  8.474  -4.891  -0.328
C  -5.213  7.180  -5.307  -0.617
H  -7.980  10.916  -2.399  0.197
H  -8.740  9.368  -2.795  0.285
H  -7.396  9.443  -1.612  0.286
H  -6.052  6.589  -5.672  0.290
H  -4.709  6.663  -4.490  0.287
H  -4.506  7.323  -6.120  0.214
C  3.036  -7.161  2.835  -0.509
O  3.439  -8.526  2.705  -0.331
C  2.939  -9.144  1.635  0.779
O  2.207  -8.656  0.814  -0.540
O  3.391  -10.401  1.633  -0.331
C  2.931  -11.186  0.533  -0.627
H  3.499  -6.762  3.735  0.288
H  3.372  -6.570  1.983  0.220
H  1.952  -7.092  2.942  0.318
H  3.266  -10.759  -0.412  0.291
H  1.845  -11.272  0.550  0.291
H  3.362  -12.178  0.640  0.217

**2S+1**: 1
**E_HOMO**: -8.92 eV
**Kohn-Sham gap**: 7.681 eV
**LUMO**: -1.235 eV

=====

2.
Density functional theory data (ωB97M-V/def2-TZVPD) for a structure of composition C25H23Cl3NO3PPt.

Each line ends with the Mulliken charge.
Geometry (Å):
Pt  0.693  -0.157  -0.928  1.866
O  -0.094  3.479  -2.180  -0.584
C  0.001  2.661  -1.313  0.134
O  0.938  1.702  -1.400  -0.511
C  -0.834  2.763  -0.057  0.077
C  -1.760  3.791  -0.032  -0.784
C  -2.548  4.018  1.092  -0.691
C  -2.418  3.220  2.220  -0.708
C  -1.507  2.177  2.219  -0.971
C  -0.711  1.951  1.089  1.123
P  0.389  0.580  1.175  1.299
C  2.143  0.857  1.069  0.421
C  2.860  -0.237  0.516  -0.300
C  4.116  -0.002  -0.054  -0.886
C  4.636  1.279  -0.071  -0.642
C  3.930  2.342  0.496  -0.622
C  2.672  2.145  1.037  -0.680
C  -0.113  -0.680  2.293  0.507
C  0.757  -1.125  3.292  -0.366
C  0.322  -2.100  4.176  -0.791
C  -0.954  -2.631  4.048  -0.523
C  -1.814  -2.196  3.041  -0.738
C  -1.403  -1.214  2.161  -0.346
H  -1.852  4.414  -0.911  0.602
H  -3.266  4.826  1.083  0.464
H  -3.025  3.402  3.096  0.486
H  -1.412  1.545  3.092  0.550
H  2.540  -1.257  0.695  0.572
H  4.688  -0.830  -0.450  0.493
H  5.607  1.459  -0.512  0.466
H  4.361  3.334  0.492  0.463
H  2.097  2.982  1.413  0.580
H  1.747  -0.697  3.397  0.516
H  0.976  -2.437  4.969  0.477
H  -1.290  -3.389  4.744  0.465
H  -2.808  -2.615  2.958  0.493
H  -2.070  -0.860  1.381  0.491
Cl  -1.842  -4.752  0.067  -0.034
C  -0.089  -4.642  -0.062  0.845
Cl  0.701  -5.037  1.465  -0.043
Cl  0.530  -5.612  -1.386  -0.041
C  0.230  -3.232  -0.355  -0.256
N  0.463  -2.140  -0.583  -0.212
C  -2.032  0.589  -3.732  -1.663
C  -1.103  -0.430  -3.092  1.456
C  0.311  -0.298  -3.664  -1.550
C  -1.629  -1.849  -3.252  -1.427
O  -1.092  -0.101  -1.670  -0.892
H  -2.120  0.391  -4.802  0.425
H  -1.648  1.600  -3.598  0.317
H  -3.027  0.523  -3.292  0.387
H  0.343  -0.704  -4.676  0.527
H  1.048  -0.926  -3.111  0.304
H  0.656  0.734  -3.692  0.417
H  -1.795  -2.072  -4.306  0.456
H  -2.578  -1.958  -2.727  0.355
H  -0.922  -2.586  -2.867  0.226

**2S+1**: 1
**Charge**: +2
**E_HOMO**: -15.57 eV
**Energy above the lowest of the compared OMol25 structures with the same formula, charge and spin**: 0.2 kcal/mol
**Kohn-Sham gap**: 7.595 eV
**LUMO**: -7.975 eV

=====

3.
Density functional theory data (ωB97M-V/def2-TZVPD) for a structure of composition C6H16N2O in a non-equilibrium geometry.

Each line ends with the Mulliken charge.
Geometry (Å):
C  -1.101  -0.681  0.583  0.733
C  -0.306  0.182  -1.787  -1.244
C  -0.471  1.757  0.008  -1.200
C  -0.747  -0.534  1.998  -1.279
C  -0.914  -2.088  0.047  -1.600
N  -0.093  0.391  -0.359  0.052
H  -2.078  -0.272  0.301  0.339
H  -1.375  0.133  -2.024  0.333
H  0.121  1.004  -2.365  0.386
H  -1.535  1.932  -0.182  0.398
H  0.096  2.479  -0.583  0.425
H  -0.244  1.921  1.058  0.377
H  0.164  -0.748  -2.103  0.406
H  0.460  -0.073  1.940  0.267
H  -1.308  0.240  2.516  0.309
H  -0.756  -1.470  2.549  0.371
H  0.094  -2.448  0.248  0.341
H  -1.113  -2.178  -1.019  0.385
H  -1.610  -2.744  0.571  0.443
N  2.516  0.921  -0.672  -0.479
C  1.678  0.148  0.135  0.172
O  1.709  0.396  1.400  -0.748
H  2.503  0.746  -1.664  0.213
H  2.560  1.897  -0.418  0.276
H  1.751  -0.909  -0.177  0.323

**2S+1**: 1
**E_HOMO**: -7.99 eV
**Energy above the lowest of the compared OMol25 structures with the same formula, charge and spin**: 69.4 kcal/mol
**Kohn-Sham gap**: 8.692 eV
**LUMO**: 0.704 eV

=====

4.
Density functional theory data (ωB97M-V/def2-TZVPD) for the molecule C7H12.

Each line ends with the Mulliken charge.
Geometry (Å):
C  2.155  -0.032  -0.354  -1.435
C  1.119  -0.263  0.753  0.446
C  0.307  -1.519  0.532  -0.619
C  -0.968  -1.262  0.254  -0.591
C  -1.289  0.214  0.275  0.473
C  -1.753  0.742  -1.086  -1.427
C  0.041  0.853  0.755  -1.022
H  1.652  -0.007  -1.329  0.290
H  2.657  0.931  -0.206  0.375
H  2.923  -0.811  -0.391  0.384
H  1.641  -0.304  1.720  0.331
H  0.749  -2.513  0.568  0.411
H  -1.719  -2.012  0.012  0.403
H  -2.089  0.410  1.002  0.298
H  -0.981  0.575  -1.847  0.285
H  -1.953  1.819  -1.038  0.372
H  -2.670  0.244  -1.420  0.386
H  -0.072  1.282  1.755  0.297
H  0.340  1.672  0.091  0.343

**2S+1**: 1
**E_HOMO**: -9.13 eV
**Energy above the lowest of the compared OMol25 structures with the same formula, charge and spin**: 3.0 kcal/mol
**Kohn-Sham gap**: 10.326 eV
**LUMO**: 1.194 eV

=====

5.
Density functional theory data (ωB97M-V/def2-TZVPD) for a cluster of 2 separate species, C4H7BrSi in total in a non-equilibrium geometry.

Each line ends with the Mulliken charge.
Geometry (Å):
C  -1.647  1.487  0.017  -0.410
C  -2.332  0.667  0.477  -0.334
C  0.999  -0.460  -1.749  -0.768
C  2.150  -1.526  1.018  -1.041
Si  0.863  -1.620  -0.475  0.289
Br  -0.611  -3.050  0.195  -0.209
H  -1.078  2.181  -0.611  0.378
H  -2.812  -0.136  1.042  0.374
H  2.005  -0.098  -1.582  0.326
H  0.715  -0.548  -2.732  0.425
H  2.900  -0.766  0.902  0.384
H  1.516  -1.434  1.885  0.265
H  2.716  -2.439  0.864  0.320

**2S+1**: 3
**E_HOMO (alpha / beta)**: -5.25 / -10.41 eV
**Energy above the lowest of the compared OMol25 structures with the same formula, charge and spin**: 17.4 kcal/mol
**Kohn-Sham gap (alpha / beta)**: 5.840 / 8.430 eV
**⟨S²⟩**: 2.00
**LUMO (alpha / beta)**: 0.587 / -1.977 eV

=====

6.
Density functional theory data (ωB97M-V/def2-TZVPD) for the molecule C3H4N2O in a non-equilibrium geometry.

Each line ends with the Mulliken charge.
Geometry (Å):
O  1.636  -0.347  -0.447  -0.498
C  0.658  -0.147  0.663  0.236
C  0.222  1.079  0.063  -0.183
N  -0.913  1.010  -0.563  -0.691
N  -1.340  -0.257  -0.247  0.236
C  -0.494  -0.970  0.487  -0.416
H  2.413  0.163  -0.225  0.312
H  0.858  1.957  0.021  0.351
H  -2.226  -0.552  -0.620  0.227
H  -0.813  -1.937  0.869  0.427

**2S+1**: 1
**E_HOMO (alpha / beta)**: -8.06 / -8.06 eV
**Energy above the lowest of the compared OMol25 structures with the same formula, charge and spin**: 107.3 kcal/mol
**Kohn-Sham gap (alpha / beta)**: 8.164 / 8.164 eV
**LUMO (alpha / beta)**: 0.107 / 0.107 eV

=====

Repeat the sixth record exactly.
Density functional theory data (ωB97M-V/def2-TZVPD) for the molecule C3H4N2O in a non-equilibrium geometry.

Each line ends with the Mulliken charge.
Geometry (Å):
O  1.636  -0.347  -0.447  -0.498
C  0.658  -0.147  0.663  0.236
C  0.222  1.079  0.063  -0.183
N  -0.913  1.010  -0.563  -0.691
N  -1.340  -0.257  -0.247  0.236
C  -0.494  -0.970  0.487  -0.416
H  2.413  0.163  -0.225  0.312
H  0.858  1.957  0.021  0.351
H  -2.226  -0.552  -0.620  0.227
H  -0.813  -1.937  0.869  0.427

**2S+1**: 1
**E_HOMO (alpha / beta)**: -8.06 / -8.06 eV
**Energy above the lowest of the compared OMol25 structures with the same formula, charge and spin**: 107.3 kcal/mol
**Kohn-Sham gap (alpha / beta)**: 8.164 / 8.164 eV
**LUMO (alpha / beta)**: 0.107 / 0.107 eV